[1]
C3H7N2S | ωB97M-V/def2-TZVPD

XYZ file:
```
13
Properties=species:S:1:pos:R:3:forces:R:3:lowdin_charge:R:1
C -1.5468 -0.6906 0.2085 1.2 -1.0 2.3 -0.12
C 0.5242 -0.5155 -0.6071 5.3 1.4 -0.8 -0.44
C 1.6935 1.3138 0.5427 0.5 -2.6 -0.5 0.07
N -1.8130 -0.1023 -0.9168 -2.7 -0.4 1.5 -0.27
N -0.2301 -1.0097 0.3897 -4.8 0.1 0.7 0.02
S -0.5168 0.1566 -1.8653 2.4 0.2 -2.4 1.05
H -2.3000 -0.8280 0.9953 0.4 -0.2 -0.5 0.18
H 1.5309 -1.0418 -0.8118 -2.1 0.9 -0.1 0.13
H 2.4938 0.6100 0.8615 -0.7 0.7 -0.1 0.03
H 0.8760 1.4337 1.2102 -0.5 0.3 0.5 -0.01
H 2.0320 2.1365 -0.0533 -0.2 0.3 -0.4 0.01
H -2.7924 0.0061 -1.1971 0.6 0.2 -0.1 0.16
H 0.0486 -1.4689 1.2434 0.4 0.1 -0.1 0.18
```
Positions in Å, forces in eV/Å.

The lowest unoccupied orbital energy (alpha / beta) comes out at -4.28 / -4.40 eV. As for the spin multiplicity: 1. Its total charge is +1.



[2]
C3H7N2S | ωB97M-V/def2-TZVPD

XYZ file:
```
13
Properties=species:S:1:pos:R:3:forces:R:3:lowdin_charge:R:1
C 0.0318 -0.0071 0.1003 5.2 4.4 0.2 -0.44
C 2.3682 0.0196 0.1420 2.7 0.4 -1.3 -0.50
C -2.2657 -0.6769 0.0127 -1.7 1.5 0.3 -0.01
N 1.5094 1.2249 0.1423 -4.4 -3.1 1.2 0.02
N -1.1859 0.3211 0.0070 -1.5 1.1 -3.4 0.00
S 1.1007 -1.2278 0.5257 0.2 -0.4 -0.2 1.06
H 2.8213 -0.0937 -0.9497 -0.7 -0.5 2.5 0.13
H 3.2408 0.0318 0.9578 -2.0 0.1 -1.8 0.13
H -2.8699 -0.9357 -0.8892 1.3 0.5 0.1 0.13
H -2.9568 -0.2046 0.6874 -0.7 -0.2 0.4 0.10
H -1.8931 -1.5070 0.5015 0.6 -2.0 0.8 0.06
H 1.5122 1.8716 -0.6421 0.3 -0.5 -0.4 0.08
H -1.4129 1.1839 -0.5956 0.7 -1.3 1.7 0.22
```
Positions in Å, forces in eV/Å.

The lowest unoccupied orbital energy comes out at -4.96 eV. As for the spin multiplicity: 1. Its total charge is +1.



[3]
C3H7N2S2 | ωB97M-V/def2-TZVPD

XYZ file:
```
14
Properties=species:S:1:pos:R:3:forces:R:3:lowdin_charge:R:1
C 1.4429 -0.3509 0.9669 -1.1 0.8 -0.9 -0.26
C 0.3266 0.9053 -0.6505 -1.8 0.5 2.7 -0.31
C -1.0092 0.0680 -0.6906 0.9 0.9 -0.1 -0.91
N 0.4532 -0.1825 1.7440 0.2 -0.5 0.1 0.11
N 1.4483 0.0622 -0.4053 -0.6 0.0 1.7 -0.04
S -0.7320 -1.4791 -1.2556 2.0 0.6 0.0 1.05
S -2.4916 0.7654 -0.1452 0.8 0.1 -0.1 0.94
H 2.2913 -0.8510 1.2283 2.5 -1.3 0.7 0.10
H 0.6130 1.4975 -1.4338 -0.4 1.1 -3.0 0.10
H 0.1382 1.7104 0.1190 0.3 -1.0 -0.1 0.14
H 0.6080 -0.6389 2.6804 -0.1 0.7 -1.3 0.10
H 2.3210 0.3552 -0.8825 -0.8 -0.6 0.9 0.17
H -1.9689 -1.6240 -1.1551 -3.0 -1.5 -0.1 -0.15
H -3.4406 -0.2377 -0.1202 1.0 0.1 -0.4 -0.05
```
Positions in Å, forces in eV/Å.

The lowest unoccupied orbital energy comes out at -5.63 eV. As for the spin multiplicity: 1. Its total charge is +1.